Run one
Computed, not measured: C15H22BrCl4N2O4V as an isolated structure, with ωB97M-V/def2-TZVPD.

spin multiplicity = 2
<S²> = 0.78
frontier orbital gap (spin up / spin down) = 7.50 / 7.88 eV
total charge = -1
E_LUMO (spin up / spin down) = 2.23 / 2.62 eV

```
49
C15H22BrCl4N2O4V, DFT ωB97M-V/def2-TZVPD
H -1.4010 3.2463 -0.0404
H 1.1029 1.5604 0.0816
H -3.4934 1.7916 0.2054
N -1.2301 0.5756 -0.6846
H -0.9445 3.8148 -1.6519
H -4.5027 2.7868 -0.8433
C -2.1675 -2.0190 -1.8041
H -0.7963 0.0771 2.0216
C -3.0038 2.7741 -3.0788
Cl -1.2069 -3.6381 2.7845
H -2.5055 -2.8395 -2.4618
H -1.9600 -0.0610 -0.3463
H -3.5970 3.6896 -3.0369
H 3.4417 0.8652 2.1368
H -0.9208 1.3696 -2.4680
N -1.7273 1.1653 -1.8834
O -0.9191 -1.7430 -1.9599
H 1.5362 -0.7234 2.0743
O -0.1847 -1.8303 0.6314
C 1.3805 0.5328 0.3384
H -4.2273 1.0698 -1.2284
H -2.1381 2.9566 -3.7199
H -0.0198 0.5602 3.5240
H -3.6004 1.9818 -3.5313
Br 1.4001 0.3766 -2.8762
C 0.8404 -5.1477 1.7765
H -1.0219 1.2739 0.0226
Cl 2.8105 -6.8315 0.9811
H -2.4398 4.3802 -0.8859
H 2.4579 1.0113 3.6011
C 1.9040 -5.3606 0.9070
Cl 0.4129 -6.3513 2.9433
C 1.5175 -3.2065 -0.1044
Cl 3.5633 -4.6019 -1.1283
C 0.4408 -2.9906 0.7754
C -3.7692 1.9779 -0.8347
C -2.5567 2.3585 -1.6806
H 2.3961 0.3822 -0.0505
C 2.4592 1.1516 2.5164
V 0.4490 -0.8423 -0.8985
H 2.3205 2.2181 2.3142
C 1.3530 0.3311 1.8508
C -1.7883 3.5149 -1.0266
C 2.2456 -4.3837 -0.0336
O -2.9438 -1.5208 -1.0035
H -0.2312 1.7551 2.2404
O 1.7582 -2.2143 -0.9540
C 0.1103 -3.9582 1.7117
C -0.0057 0.6998 2.4404
```



Run two
Computed, not measured: C15H22BrCl4N2O4V as an isolated structure, with ωB97M-V/def2-TZVPD.

spin multiplicity = 2
<S²> = 0.79
frontier orbital gap (spin up / spin down) = 6.34 / 7.05 eV
total charge = -1
E_LUMO (spin up / spin down) = 1.78 / 2.47 eV

```
49
C15H22BrCl4N2O4V, DFT ωB97M-V/def2-TZVPD
O 0.4146 -1.3822 -0.3278
O -0.9033 1.5051 2.6048
H -3.5805 0.8721 -0.8128
C 3.6691 -0.3412 1.6389
H 5.5082 -1.1885 2.4357
O 0.6497 -0.0602 2.0941
C -2.3376 2.3839 -1.7754
C -2.4918 -3.5832 -0.1528
H -1.6983 4.1410 -0.6657
H -3.4435 4.0664 -0.9703
H -4.4349 1.9132 -1.9625
C 5.0264 -1.0285 1.4668
Cl -4.2132 -3.4507 -0.0085
C 3.0111 -0.1703 0.2703
C -2.2113 3.0305 -3.1512
H -0.2976 2.3107 -1.6717
H 4.3319 0.8329 3.3375
C -0.2395 0.5354 2.8746
O -2.3217 -1.2264 -0.0710
H -3.1258 3.5710 -3.4022
Cl 0.2931 -6.4639 -0.4269
H -0.2953 0.0534 3.8615
H 5.6902 -0.4112 0.8547
Cl 1.9856 -3.8015 -0.4842
C -0.4933 -4.9217 -0.3382
H -3.3421 0.6324 -2.5364
H -1.1685 1.7282 0.4778
C -3.4949 1.3913 -1.7679
H 2.8778 1.4677 2.5523
H -2.7310 3.0499 0.2736
C -1.7665 -2.3608 -0.1771
N -1.0688 1.6565 -1.5766
V 0.9651 0.1918 0.2765
Cl -2.8330 -6.2681 -0.1907
C -2.5621 3.4732 -0.7181
H 3.0405 -0.9949 2.2506
N -0.9302 1.0872 -0.2774
C 3.8373 0.9839 2.3742
H 4.9165 -1.9978 0.9765
H -2.0331 2.2664 -3.9089
H 3.5777 0.5224 -0.3505
H -1.3791 3.7399 -3.1728
H 4.4451 1.6728 1.7809
C -0.3445 -2.4978 -0.2960
Br 1.6926 2.5470 -0.1511
H 2.9587 -1.1385 -0.2421
C 0.2494 -3.7435 -0.3653
H -1.5209 0.2299 -0.2166
C -1.8780 -4.8253 -0.2324
```



We find run one to be the most stable, with the next structure 0.0460 hartree higher.



Run one
Computed, not measured: a single C5H10N2OS molecule, with ωB97M-V/def2-TZVPD.

frontier orbital gap = 8.87 eV
E_LUMO = 0.57 eV

```
19
C5H10N2OS, DFT ωB97M-V/def2-TZVPD
C 0.2773 0.9569 1.9973
N -0.0949 0.0567 1.3149
C 1.1107 -1.1887 -1.2493
H 1.6817 -0.2590 -1.1133
N -0.1565 -1.0364 0.8262
C -0.2474 -1.2374 -0.6519
S -3.0835 -0.5202 -1.0354
H -0.9647 0.7590 -1.4380
H -0.7978 -2.2254 -0.6474
O -3.2946 -1.9501 -0.2815
H -1.0921 2.5937 2.3401
H -0.8131 1.5730 3.7791
H 0.5157 2.8017 3.1355
C -0.3016 2.0267 2.8275
H 1.6917 -2.0247 -0.8993
H -1.1624 -0.9559 -2.4367
H 1.2028 -1.3028 -2.4184
H -3.0580 -1.8666 0.7092
C -1.2063 -0.3577 -1.4396
```



Run two
Computed, not measured: a 2-piece molecular cluster, C5H10N2OS overall, with ωB97M-V/def2-TZVPD.

frontier orbital gap = 8.20 eV
E_LUMO = -0.12 eV

```
19
C5H10N2OS, DFT ωB97M-V/def2-TZVPD
H 1.2566 1.5984 0.1950
S -1.4113 0.7519 0.8196
N -1.0576 2.1491 1.1670
C 0.6228 -2.1352 -1.1389
C 0.9290 0.3238 -1.1904
N 1.5253 1.2473 -0.6647
H -1.3906 0.4506 -2.2454
H -1.4855 -1.1510 -2.7148
O -1.4487 -0.1624 1.9013
C 0.1559 -0.7274 -1.3923
H -1.7241 2.2782 3.0271
C -1.2462 -0.4906 -1.8424
H 0.4961 -2.5342 -0.1115
H 0.1761 2.0477 2.8989
C -0.8174 2.5575 2.4741
H 1.7341 -2.2774 -1.2068
H -0.5977 3.5861 2.5093
H -0.0906 -2.6217 -1.9160
H -1.9036 -0.6553 -1.0068
```



We find run two to be the most stable, with the next structure 0.0336 hartree higher.



Run one
Computed, not measured: an isolated ion of composition C5H15N3 and charge +2, with ωB97M-V/def2-TZVPD.

frontier orbital gap = 11.36 eV
total charge = +2
E_LUMO = -6.16 eV
structure (SMILES) = [NH2+]=CNCCCC[NH3+]

```
23
C5H15N3, DFT ωB97M-V/def2-TZVPD
C -1.1920 0.8668 -0.6255
C -0.1191 -0.6806 1.1087
H 1.7971 -0.4029 1.8719
H -1.0227 3.0183 -3.3069
H -1.6313 -0.1265 -0.7523
H 0.9060 -3.2649 1.5479
C 1.5030 -2.3912 1.8781
H 0.9261 0.4294 -0.3576
N 1.1357 -1.1443 1.6810
H -0.6992 -1.4361 0.5782
H 3.1321 -1.8239 2.9581
H -0.9410 -0.7557 1.8481
H 0.2206 1.4002 0.9935
H 2.9900 -3.5024 2.8000
H -1.9363 1.5295 -0.1696
N -1.5356 2.3874 -2.6917
H -2.4112 2.2067 -3.1915
C 0.0499 0.5802 0.2966
H -1.2895 0.3224 -2.7279
H -1.8011 2.9899 -1.8914
H 0.1865 1.2725 -2.2806
C -0.8672 1.1243 -2.1499
N 2.5993 -2.5990 2.5826
```



Run two
Computed, not measured: an isolated ion of composition C5H15N3 and charge +2, with ωB97M-V/def2-TZVPD.

frontier orbital gap = 11.65 eV
total charge = +2
E_LUMO = -6.40 eV
structure (SMILES) = [NH2+]=CNCCCC[NH3+]

```
23
C5H15N3, DFT ωB97M-V/def2-TZVPD
C -0.4880 -0.5339 -0.4773
H -0.9650 0.1615 -1.1816
H -2.1429 1.7103 -0.2145
H 3.7370 -0.5035 -1.8920
C -0.4715 0.1977 0.8876
H 4.1442 -0.8484 -0.4254
C -2.5414 1.3654 0.7290
H 0.1634 1.0828 0.8343
H -2.1137 0.0345 2.2545
N 3.3549 -0.9863 -1.0781
N -1.8039 0.5123 1.4228
C 2.1193 -0.3723 -0.5180
H -4.3955 2.2506 0.5758
H -1.2241 -1.3430 -0.4604
H 2.2175 0.7132 -0.5264
H -0.0422 -0.4446 1.6550
H -3.9578 1.6775 2.1060
H 3.3508 -2.0106 -1.1484
N -3.6659 1.8682 1.1522
H 2.1210 -0.5864 0.5480
H 0.9236 -2.0593 -0.9469
C 0.8379 -0.9705 -1.1055
H 0.8422 -0.9153 -2.1907
```



We find run two to be the most stable, with the next structure 0.0162 hartree higher.



Run one
Computed, not measured: a 2-piece molecular cluster, CH6N2O2S overall, with ωB97M-V/def2-TZVPD.

frontier orbital gap (spin up / spin down) = 9.26 / 8.15 eV
E_LUMO (spin up / spin down) = -1.42 / -0.89 eV

```
12
CH6N2O2S, DFT ωB97M-V/def2-TZVPD
H 2.1870 1.6614 -1.0141
H -2.5567 0.6481 -1.4701
C 0.1649 -0.9568 1.5936
N -1.8150 0.0613 -1.6926
H 0.7903 2.4055 -1.2066
H -0.2190 -1.3430 2.6618
H 0.6994 -1.7136 1.0275
N 1.2647 1.9047 -0.5311
O 0.0717 -1.5129 -1.2184
O -0.9372 -0.4716 0.8486
H 0.9903 -0.3342 1.8052
S -0.6403 -0.3489 -0.8037
```



Run two
Computed, not measured: a single CH6N2O2S molecule, with ωB97M-V/def2-TZVPD.

frontier orbital gap = 9.51 eV
E_LUMO = 0.68 eV
structure (SMILES) = N=[S@@](=O)(O)CN

```
12
CH6N2O2S, DFT ωB97M-V/def2-TZVPD
O -1.2308 -1.5659 0.3657
N -2.1774 0.6443 0.8535
H 0.6285 0.6167 -0.9944
H 1.0307 0.8758 0.6552
C 0.8824 0.2231 -0.1102
N 1.5400 -0.9883 0.0089
S -1.1740 -0.1917 0.1302
H -2.0711 -0.6244 -1.7801
O -1.5567 0.1285 -1.4750
H -2.5153 0.4926 1.7541
H 1.2912 -1.4479 0.8587
H 1.7298 -1.5406 -0.7897
```



We find run two to be the most stable, with the next structure 0.0972 hartree higher.



Run one
Computed, not measured: a single CH6N2O2S molecule, with ωB97M-V/def2-TZVPD.

frontier orbital gap = 10.10 eV
E_LUMO = 0.38 eV
structure (SMILES) = NCS(N)(=O)=O

```
12
CH6N2O2S, DFT ωB97M-V/def2-TZVPD
C 0.6108 -0.2234 0.3033
H -1.5178 1.6833 -0.9254
O -1.6767 -1.1298 1.0988
H 1.0738 0.5516 -0.3771
H 1.5342 -1.7572 -0.7927
H 0.4842 -2.3168 0.3477
N 1.1881 -1.5824 0.1914
N -1.8503 1.1707 -0.0727
H 0.5791 0.3715 1.2054
H -1.8039 1.6574 0.7497
S -1.1984 -0.3742 -0.0217
O -1.3014 -0.7678 -1.3641
```



Run two
Computed, not measured: a 2-piece molecular cluster, CH6N2O2S overall, with ωB97M-V/def2-TZVPD.

frontier orbital gap = 10.72 eV
E_LUMO = 0.58 eV
structure (SMILES) = O=S1(=O)CN1.N

```
12
CH6N2O2S, DFT ωB97M-V/def2-TZVPD
N -1.0782 -0.1514 0.6930
H 1.8159 0.8640 -2.0933
N 1.9944 -1.1137 -0.9299
H 0.2873 0.3835 -1.2531
H -1.7831 -0.8815 0.8439
H -0.2254 -0.5638 0.6630
H 2.7497 -1.2772 -1.4783
O 3.6032 0.5849 0.2761
H -1.1178 0.3984 1.5871
O 1.6271 -0.2957 1.4946
S 2.3062 -0.0043 0.2785
C 1.3932 0.2635 -1.1962
```



We find run one to be the most stable, with the next structure 0.0622 hartree higher.